# 1
Below is 3 unconnected molecules or ions with the total composition CHN3O3S at a distorted geometry, with properties calculated with wB97M-V/def2-TZVPD.

Computed properties:
- E_tot (Ha) = -826.8771

```
! RIJCOSX wB97M-V def2-TZVPD def2/J DEFGRID3
* xyz -2 1
C 1.97 -0.76 -2.76
N 1.33 0.23 -2.74
N -1.50 -2.72 -3.92
N -1.16 -2.76 -2.85
O 0.01 2.45 -2.20
O 2.61 -1.74 -2.89
O 1.96 1.93 -0.82
S 0.70 1.43 -1.40
H -5.91 1.94 19.57
*
```

Atomic partial charges in e from the Löwdin method, atoms 1 to 5:
1 C -0.54
2 N -0.06
3 N 0.00
4 N 0.02
5 O -0.55

=====

# 2
Below is a molecular structure, CHN3O3S at a distorted geometry, with properties calculated with wB97M-V/def2-TZVPD.

Computed properties:
- E_tot (Ha) = -826.7573

```
! RIJCOSX wB97M-V def2-TZVPD def2/J DEFGRID3
* xyz -2 1
C -1.08 -1.17 -0.31
N -1.28 0.75 -0.41
N 0.68 -0.41 0.90
N 0.01 -1.37 0.25
O 0.37 2.23 0.88
O -1.93 -1.85 -0.84
O 1.30 1.03 -1.03
S 0.19 1.06 0.00
H 1.74 -0.27 0.56
*
```

Atomic partial charges in e from the Löwdin method, atoms 1 to 5:
1 C -0.62
2 N -0.28
3 N -0.24
4 N -0.14
5 O -0.50

=====

# 3
Below is 2 unconnected molecules or ions with the total composition CHN3S2 at a distorted geometry, with properties calculated with wB97M-V/def2-TZVPD.

Computed properties:
- E_tot (Ha) = -999.3062

```
! RIJCOSX wB97M-V def2-TZVPD def2/J DEFGRID3
* xyz 0 1
N 1.34 -0.07 -1.54
N 0.33 -0.38 -1.92
S -1.14 -0.47 -2.31
N -0.38 0.82 0.84
C 0.05 -0.11 1.47
S 0.77 -1.28 2.19
H -0.96 1.48 1.28
*
```

Atomic partial charges in e from the Löwdin method, atoms 1 to 5:
1 N 0.18
2 N -0.79
3 S 0.62
4 N 0.10
5 C -0.91

=====

# 4
Below is a molecular structure, CHN4O at a distorted geometry, with properties calculated with wB97M-V/def2-TZVPD.

Computed properties:
- E_tot (Ha) = -332.7434

```
! RIJCOSX wB97M-V def2-TZVPD def2/J DEFGRID3
* xyz -1 3
C -0.61 0.64 0.55
N 1.49 -0.03 0.58
N 1.10 -0.72 -0.46
N 0.52 0.72 1.12
N -0.11 -0.58 -0.78
O -0.81 -1.05 -1.70
H -1.59 1.02 0.70
*
```

Atomic partial charges in e from the Löwdin method, atoms 1 to 5:
1 C -0.11
2 N -0.11
3 N -0.13
4 N -0.17
5 N -0.33

=====

# 5
Below is a gas-phase ion, CHN4O2 (charge -1) at a distorted geometry, with properties calculated with wB97M-V/def2-TZVPD.

Computed properties:
- E_tot (Ha) = -408.1683

```
! RIJCOSX wB97M-V def2-TZVPD def2/J DEFGRID3
* xyz -1 1
O 0.81 2.20 -0.23
C -0.10 1.50 0.21
O -1.03 1.64 0.93
N 0.11 -0.03 -0.27
N 1.22 -0.73 -0.57
N 0.71 -1.90 -0.39
N -0.60 -1.29 -0.31
H -1.12 -1.38 0.63
*
```

Atomic partial charges in e from the Löwdin method, atoms 1 to 5:
1 O -0.04
2 C -0.74
3 O 0.02
4 N -0.11
5 N -0.07

=====

# 6
Below is 2 unconnected molecules or ions with the total composition CHN4S at a distorted geometry, with properties calculated with wB97M-V/def2-TZVPD.

Computed properties:
- E_tot (Ha) = -655.7926

```
! RIJCOSX wB97M-V def2-TZVPD def2/J DEFGRID3
* xyz -1 1
C 0.83 -0.76 -0.03
N 2.00 -0.54 -0.10
N -1.03 1.59 -0.03
N 3.13 -0.42 0.24
N -2.03 1.09 0.26
S -3.16 0.14 0.49
H 0.26 -1.10 -0.83
*
```

Atomic partial charges in e from the Löwdin method, atoms 1 to 5:
1 C -0.23
2 N -0.48
3 N 0.17
4 N -0.09
5 N -0.84

=====

# 7
Below is 2 unconnected molecules or ions with the total composition CHN4S at a distorted geometry, with properties calculated with wB97M-V/def2-TZVPD.

Computed properties:
- E_tot (Ha) = -655.8598

```
! RIJCOSX wB97M-V def2-TZVPD def2/J DEFGRID3
* xyz -1 1
C -1.38 -0.63 0.05
N -1.57 -1.71 -0.14
N -0.02 0.75 -3.24
N -0.04 1.47 -2.33
N 0.34 1.81 -1.22
S -0.11 2.90 -0.06
H -1.26 0.40 0.47
*
```

Atomic partial charges in e from the Löwdin method, atoms 1 to 5:
1 C -0.15
2 N 0.02
3 N 0.03
4 N -0.35
5 N -0.61

=====

# 8
Below is a molecular structure, CHN6 at a distorted geometry, with properties calculated with wB97M-V/def2-TZVPD.

Computed properties:
- E_tot (Ha) = -367.1465

```
! RIJCOSX wB97M-V def2-TZVPD def2/J DEFGRID3
* xyz -1 1
C 2.38 -0.08 -0.19
N 3.19 0.78 -0.85
N 2.91 -0.78 0.74
N 4.35 0.36 -0.40
N 4.27 -0.50 0.59
N -0.14 0.72 0.34
N 0.45 -0.08 -0.36
H -1.27 0.57 0.34
*
```

Atomic partial charges in e from the Löwdin method, atoms 1 to 5:
1 C -0.41
2 N -0.08
3 N -0.07
4 N -0.21
5 N -0.14

=====

# 9
Below is 2 unconnected molecules or ions with the total composition CHNO2S at a distorted geometry, with properties calculated with wB97M-V/def2-TZVPD.

Computed properties:
- E_tot (Ha) = -642.0901

```
! RIJCOSX wB97M-V def2-TZVPD def2/J DEFGRID3
* xyz 0 1
O 2.65 0.77 -1.32
C 2.55 0.92 -0.19
O 2.40 1.14 0.92
N -1.18 -0.12 -0.03
S -1.50 1.45 -0.20
H -2.05 -0.69 0.25
*
```

Atomic partial charges in e from the Löwdin method, atoms 1 to 5:
1 O 0.22
2 C -0.46
3 O 0.21
4 N -0.50
5 S 0.55

=====

# 10
Below is 3 unconnected molecules or ions with the total composition CHNO3S at a distorted geometry, with properties calculated with wB97M-V/def2-TZVPD.

Computed properties:
- E_tot (Ha) = -717.2392

```
! RIJCOSX wB97M-V def2-TZVPD def2/J DEFGRID3
* xyz -2 1
C -5.23 -0.19 -0.22
N 6.55 -0.04 -0.04
O 7.22 0.64 0.79
O 6.83 -1.28 -0.14
O -6.11 -0.66 -0.88
S -4.83 2.26 0.20
H -4.42 -0.73 0.28
*
```

Atomic partial charges in e from the Löwdin method, atoms 1 to 5:
1 C -0.42
2 N -0.41
3 O -0.29
4 O -0.29
5 O -0.10

=====

# 11
Below is 2 unconnected molecules or ions with the total composition CHNO3S at a distorted geometry, with properties calculated with wB97M-V/def2-TZVPD.

Computed properties:
- E_tot (Ha) = -717.3671

```
! RIJCOSX wB97M-V def2-TZVPD def2/J DEFGRID3
* xyz 0 1
C 1.59 0.84 -0.12
N 0.44 1.13 0.02
O 2.64 0.36 -0.12
O -2.75 -1.22 0.25
O -0.51 -1.89 -0.39
S -1.35 -1.20 0.54
H -0.05 1.98 -0.18
*
```

Atomic partial charges in e from the Löwdin method, atoms 1 to 5:
1 C -0.41
2 N 0.15
3 O 0.19
4 O -0.43
5 O -0.43

=====

# 12
Below is CHNO3S3 in the gas phase at a distorted geometry, with properties calculated with wB97M-V/def2-TZVPD.

Computed properties:
- E_tot (Ha) = -1513.5312

```
! RIJCOSX wB97M-V def2-TZVPD def2/J DEFGRID3
* xyz 0 1
C 0.57 -1.30 -0.04
N -1.50 -0.11 0.53
O 1.08 2.30 -1.18
O -0.75 1.20 0.37
O -0.73 -1.08 -0.15
S 1.19 -2.78 -0.27
S 1.69 -0.05 0.46
S 0.87 1.95 0.19
H -2.42 -0.12 0.10
*
```

Atomic partial charges in e from the Löwdin method, atoms 1 to 5:
1 C -1.27
2 N 0.06
3 O -0.46
4 O -0.50
5 O -0.17